1.
Below is a 4-piece molecular cluster, C17H45N4O6 overall, with properties calculated with the ωB97M-V functional and the def2-TZVPD basis.

The value obtained for the maximum force is 3.83 eV/Å. For the relative energy (zero: lowest compared OMol25 entry of this formula, charge and spin), the calculation gives 3.103 eV. As for the charge: +1.

Last column: Löwdin charge in e.
Atoms and positions in Å:
C: -0.999 -0.747 1.159  -0.089
C: -1.126 -1.615 -0.206  -0.252
C: 0.151 -2.513 -0.537  -0.178
C: 1.450 -1.698 -0.989  -0.169
N: 1.968 -2.250 -2.296  -0.055
N: 2.250 -1.210 -3.223  0.053
C: 0.984 -0.870 -3.787  -0.289
N: 0.422 -1.881 -4.679  0.135
N: 0.314 0.254 -3.508  0.225
H: -0.415 0.199 0.959  0.067
H: -0.446 -1.422 1.878  0.072
H: -2.046 -0.531 1.524  0.071
H: -1.438 -0.968 -1.083  0.087
H: -1.986 -2.327 -0.009  0.109
H: 0.373 -3.144 0.368  0.111
H: -0.135 -3.182 -1.407  0.105
H: 2.256 -1.916 -0.224  0.127
H: 1.326 -0.580 -1.003  0.107
H: 2.846 -2.744 -2.128  0.133
H: 2.692 -0.398 -2.769  0.144
H: -0.262 -1.363 -5.244  0.103
H: -0.145 -2.458 -4.033  0.113
H: 0.159 0.456 -2.516  0.129
H: -0.069 0.808 -4.279  0.138
C: -0.490 6.349 -6.515  -0.102
O: 0.875 5.956 -6.463  -0.185
C: 1.166 5.134 -5.340  -0.203
C: 1.245 3.667 -5.734  -0.208
O: -0.024 3.165 -6.151  -0.219
C: -0.140 3.087 -7.568  -0.101
H: -0.687 6.759 -7.506  0.094
H: -1.163 5.504 -6.349  0.082
H: -0.684 7.124 -5.767  0.092
H: 0.429 5.289 -4.546  0.126
H: 2.141 5.451 -4.958  0.128
H: 1.543 3.085 -4.855  0.106
H: 2.001 3.512 -6.510  0.129
H: 0.428 2.229 -7.941  0.088
H: 0.210 3.999 -8.055  0.090
H: -1.192 2.945 -7.814  0.092
C: -3.293 1.151 6.199  -0.109
O: -4.548 1.414 5.590  -0.188
C: -4.476 1.423 4.169  -0.203
C: -4.990 0.120 3.578  -0.204
O: -4.144 -0.975 3.915  -0.209
C: -4.668 -1.758 4.980  -0.106
H: -3.467 0.920 7.250  0.091
H: -2.786 0.301 5.736  0.081
H: -2.654 2.038 6.133  0.088
H: -3.454 1.630 3.835  0.121
H: -5.114 2.243 3.824  0.126
H: -4.983 0.203 2.486  0.119
H: -6.020 -0.074 3.893  0.128
H: -5.488 -2.382 4.613  0.089
H: -5.020 -1.137 5.806  0.086
H: -3.871 -2.406 5.348  0.089
C: 4.906 -4.060 3.868  -0.108
O: 4.688 -2.930 4.698  -0.187
C: 4.465 -1.737 3.954  -0.202
C: 2.986 -1.390 3.891  -0.199
O: 2.254 -2.356 3.139  -0.223
C: 1.560 -3.273 3.975  -0.108
H: 4.825 -4.955 4.485  0.092
H: 4.167 -4.124 3.065  0.079
H: 5.911 -4.018 3.437  0.090
H: 4.892 -1.823 2.949  0.122
H: 4.994 -0.934 4.475  0.127
H: 2.873 -0.432 3.374  0.121
H: 2.566 -1.280 4.896  0.129
H: 0.672 -2.791 4.396  0.088
H: 2.192 -3.648 4.782  0.088
H: 1.242 -4.117 3.362  0.087


2.
Below is a 6-piece molecular cluster, C17H45O6S5 overall, with properties calculated with the ωB97M-V functional and the def2-TZVPD basis.

The value obtained for the maximum force is 2.72 eV/Å. As for the total energy: -84810.1366 eV. As for the charge: -1.

Last column: Löwdin charge in e.
Atoms and positions in Å:
C: 4.709 0.076 3.376  -0.137
C: 3.247 -0.565 2.986  -0.308
O: 2.276 -0.611 4.090  -0.325
C: 1.207 0.388 3.942  -0.286
C: 0.178 0.048 2.711  -0.381
C: 0.010 1.463 1.840  -0.169
C: -1.260 -0.598 3.162  -0.232
C: -1.366 -2.111 2.458  -0.145
H: 5.138 -0.269 4.410  0.069
H: 5.473 -0.331 2.554  0.044
H: 4.722 1.261 3.234  0.069
H: 2.879 -0.018 2.020  0.104
H: 3.447 -1.695 2.668  0.111
H: 0.592 0.315 4.963  0.033
H: 0.665 -0.721 1.940  0.107
H: 0.669 2.309 2.364  0.042
H: 0.489 1.343 0.753  0.053
H: -1.105 1.827 1.778  0.038
H: -1.445 -0.651 4.316  0.095
H: -2.100 0.102 2.684  0.078
H: -0.983 -2.034 1.337  0.036
H: -0.578 -2.771 3.039  0.086
H: -2.459 -2.528 2.549  0.042
C: -4.330 -5.606 2.507  -0.274
S: -4.066 -5.070 4.214  0.807
O: -3.341 -3.758 4.168  -0.554
C: -2.852 -6.348 4.622  -0.277
H: -5.036 -4.920 2.032  0.049
H: -3.385 -5.588 1.959  0.062
H: -4.748 -6.615 2.501  0.045
H: -1.999 -6.284 3.942  0.060
H: -3.319 -7.333 4.546  0.045
H: -2.510 -6.189 5.647  0.049
C: -1.476 -1.824 -3.179  -0.271
S: -1.508 -1.592 -1.386  0.807
O: -1.739 -2.935 -0.761  -0.570
C: -3.079 -0.696 -1.346  -0.256
H: -0.586 -2.403 -3.439  0.049
H: -2.367 -2.367 -3.502  0.051
H: -1.430 -0.851 -3.673  0.014
H: -3.871 -1.309 -1.783  0.051
H: -2.980 0.240 -1.900  0.036
H: -3.327 -0.474 -0.305  0.050
C: -1.241 2.725 -5.787  -0.277
S: -0.202 1.731 -4.689  0.801
O: -0.891 1.660 -3.359  -0.564
C: 1.130 2.948 -4.546  -0.268
H: -2.162 2.173 -5.987  0.051
H: -1.485 3.677 -5.311  0.024
H: -0.714 2.900 -6.728  0.051
H: 0.737 3.886 -4.147  0.059
H: 1.577 3.116 -5.528  0.049
H: 1.889 2.555 -3.866  0.052
C: -6.016 4.635 -4.193  -0.276
S: -4.312 5.116 -3.819  0.828
O: -3.431 4.505 -4.867  -0.570
C: -4.161 4.108 -2.325  -0.257
H: -6.319 5.123 -5.123  0.047
H: -6.080 3.551 -4.315  0.057
H: -6.673 4.962 -3.384  0.051
H: -4.341 3.057 -2.564  0.057
H: -4.880 4.451 -1.578  0.054
H: -3.149 4.221 -1.930  0.059
C: 9.529 1.240 0.946  -0.280
S: 8.643 -0.321 0.718  0.802
O: 9.321 -1.066 -0.394  -0.574
C: 7.139 0.419 0.039  -0.277
H: 10.527 1.020 1.333  0.045
H: 9.618 1.762 -0.010  0.053
H: 8.992 1.862 1.665  0.052
H: 7.377 0.992 -0.860  0.054
H: 6.681 1.069 0.788  0.045
H: 6.442 -0.383 -0.218  0.054


3.
Below is a 7-piece molecular cluster, C17H46N2O19S5 overall, with properties calculated with the ωB97M-V functional and the def2-TZVPD basis.

The value obtained for the maximum force is 3.78 eV/Å. For the relative energy (zero: lowest compared OMol25 entry of this formula, charge and spin), the calculation gives 2.749 eV. The SMILES is CCOS(C)(=O)=O.CCOS(C)(=O)=O.CCOS(C)(=O)=O.CCOS(C)(=O)=O.CCOS(C)(=O)=O.C[N+](=O)[O-].C[N+](=O)[O-]. As for the charge: 0.

Last column: Löwdin charge in e.
Atoms and positions in Å:
C: -8.962 11.056 -19.371  0.035
N: -7.537 10.743 -19.554  -0.448
O: -6.993 10.425 -18.508  0.044
O: -6.989 10.810 -20.653  0.069
H: -9.431 10.145 -19.743  0.108
H: -9.091 11.863 -20.092  0.099
H: -9.328 11.345 -18.385  0.100
C: -6.230 9.555 -14.727  0.042
N: -7.165 8.623 -14.102  -0.373
O: -7.500 7.599 -14.756  0.041
O: -7.706 9.044 -13.082  0.062
H: -5.277 9.027 -14.747  0.095
H: -5.995 10.433 -14.126  0.062
H: -6.712 9.745 -15.686  0.105
O: -9.304 14.131 -9.716  -0.302
S: -10.103 13.184 -10.516  0.647
O: -11.325 13.572 -11.136  -0.292
O: -9.093 12.451 -11.594  -0.291
C: -9.644 11.827 -12.802  -0.227
C: -8.575 12.037 -13.868  -0.058
C: -10.518 11.649 -9.601  -0.103
H: -10.617 12.242 -13.064  0.110
H: -9.896 10.792 -12.571  0.101
H: -8.624 12.936 -14.482  0.086
H: -8.595 11.256 -14.629  0.062
H: -7.608 11.884 -13.389  0.044
H: -11.187 11.929 -8.787  0.072
H: -9.602 11.322 -9.108  0.062
H: -10.789 10.901 -10.346  0.038
O: -5.343 12.052 -12.621  -0.311
S: -4.772 11.158 -11.584  0.712
O: -4.198 9.833 -11.850  -0.319
O: -3.609 11.978 -10.730  -0.272
C: -2.215 11.566 -10.885  -0.240
C: -1.576 11.689 -12.281  -0.086
C: -5.977 11.049 -10.152  -0.076
H: -2.013 10.572 -10.487  0.112
H: -1.600 12.275 -10.331  0.118
H: -1.666 12.696 -12.689  0.078
H: -1.817 11.089 -13.158  0.070
H: -0.504 11.531 -12.170  0.075
H: -5.665 10.360 -9.368  0.072
H: -6.983 10.767 -10.466  0.052
H: -6.106 12.069 -9.791  0.069
O: -10.166 7.639 -8.483  -0.288
S: -10.382 7.460 -9.915  0.677
O: -10.334 8.612 -10.823  -0.322
O: -9.224 6.375 -10.437  -0.275
C: -9.089 6.300 -11.860  -0.273
C: -7.689 5.667 -12.072  -0.058
C: -11.842 6.484 -10.253  -0.109
H: -8.976 7.294 -12.292  0.070
H: -9.907 5.726 -12.297  0.121
H: -6.948 6.021 -11.354  0.085
H: -7.323 5.689 -13.098  0.059
H: -7.835 4.593 -11.959  0.070
H: -11.463 5.470 -10.131  0.072
H: -12.136 6.644 -11.290  0.075
H: -12.568 6.743 -9.482  0.075
O: -7.024 4.519 -17.653  -0.311
S: -5.635 4.867 -18.008  0.678
O: -4.578 3.914 -17.661  -0.298
O: -5.526 5.299 -19.590  -0.273
C: -4.259 5.197 -20.269  -0.288
C: -4.059 3.891 -20.956  -0.069
C: -5.377 6.549 -17.303  -0.108
H: -3.504 5.626 -19.610  0.110
H: -4.277 5.985 -21.022  0.118
H: -3.228 3.879 -21.661  0.085
H: -4.950 3.518 -21.461  0.087
H: -3.914 3.204 -20.122  0.071
H: -4.455 6.978 -17.695  0.044
H: -5.337 6.410 -16.223  0.049
H: -6.204 7.247 -17.436  0.063
O: -2.074 6.216 -17.042  -0.325
S: -1.417 7.451 -16.510  0.710
O: -2.008 8.815 -16.651  -0.315
O: -0.980 7.305 -14.951  -0.265
C: -1.670 6.424 -14.099  -0.295
C: -2.991 6.928 -13.580  -0.057
C: 0.314 7.357 -17.099  -0.101
H: -1.058 6.199 -13.225  0.125
H: -1.740 5.404 -14.475  0.118
H: -3.517 6.050 -13.206  0.088
H: -3.730 7.300 -14.289  0.058
H: -2.773 7.673 -12.814  0.074
H: 0.795 6.657 -16.416  0.069
H: 0.614 8.401 -17.009  0.063
H: 0.505 7.094 -18.139  0.072